Here is a 2-piece molecular cluster, C3H10N2 overall at a distorted geometry from the OMol25 dataset. Energies are from the ωB97M-V functional and the def2-TZVPD basis.

Structure (XYZ):
```
15
Properties=species:S:1:pos:R:3:forces:R:3
C -2.387 3.297 -1.947 0.2785 2.3040 4.4817
C -2.571 3.270 -0.529 0.8098 3.3551 -5.6395
H -2.521 2.467 -2.636 -0.0117 0.1749 0.2939
H -2.053 4.339 -2.308 -0.4279 -2.0604 0.0751
H -3.064 2.501 -0.086 -0.8944 -2.4169 1.4461
H -2.518 4.251 0.028 0.2454 -1.3585 -0.6584
N 0.474 -2.771 1.081 -0.6560 0.9212 -0.6562
C 1.965 -2.616 1.153 -0.1968 -0.6922 -1.4530
N 2.359 -1.313 0.585 0.7491 0.1598 1.7122
H -0.039 -2.566 0.134 2.1341 -0.6817 1.9039
H 0.054 -2.020 1.665 0.6131 -0.7728 -0.2250
H 2.541 -3.314 0.492 -1.3082 -0.5329 0.5333
H 2.388 -2.875 2.179 -1.0158 1.0348 -0.9972
H 1.994 -1.303 -0.347 0.0181 0.1085 -0.5554
H 3.381 -1.347 0.535 -0.3370 0.4572 -0.2615
```
Positions in Å, forces in eV/Å.

Summary:
orbital gap = 10.36 eV
charge = 0
energy relative to the best compared isomer or geometry (same formula, charge and spin) = 241.08 kJ/mol
SMILES = C=C.NCN